{"formula": "C22H27N5O2S", "method": "the ωB97M-V functional and the def2-TZVPD basis", "elements": ["C", "C", "C", "C", "C", "C", "C", "C", "C", "C", "N", "C", "O", "C", "C", "C", "N", "C", "N", "N", "C", "O", "C", "C", "C", "N", "C", "S", "C", "C", "H", "H", "H", "H", "H", "H", "H", "H", "H", "H", "H", "H", "H", "H", "H", "H", "H", "H", "H", "H", "H", "H", "H", "H", "H", "H", "H"], "positions_angstrom": [[-2.644, -1.011, 2.861], [-1.904, -0.929, 1.364], [-1.773, 0.488, 0.930], [-1.241, 1.406, 1.613], [-1.007, 2.384, 0.748], [0.419, 3.001, 0.466], [0.565, 4.201, -0.255], [-0.410, 4.824, -0.896], [-1.871, 4.634, -0.513], [-2.057, 3.450, 0.359], [-1.408, 0.125, -0.446], [-2.127, 0.539, -1.467], [-2.936, 1.303, -1.610], [-1.235, 0.350, -3.006], [-0.940, -1.062, -3.155], [0.743, -1.332, -3.328], [1.305, -0.320, -2.092], [1.562, -1.083, -1.175], [1.644, -2.250, -0.860], [1.911, -2.730, 0.442], [2.090, -3.960, 0.856], [1.519, -5.073, 0.125], [2.410, -4.138, 2.173], [2.915, -2.871, 2.737], [3.312, -3.158, 4.281], [2.810, -1.741, 2.420], [2.350, -1.532, 1.282], [2.300, -0.112, 0.097], [0.997, 0.870, -2.266], [-0.242, 1.320, -3.175], [-3.639, -0.519, 2.720], [-2.776, -2.119, 3.208], [-1.946, -0.334, 3.623], [-0.822, -1.282, 1.642], [-2.514, -1.700, 0.904], [-2.931, 0.485, 0.633], [-0.083, 1.145, 1.667], [-1.702, 1.675, 2.542], [1.301, 2.571, 0.700], [1.603, 4.546, -0.726], [-0.369, 5.614, -1.499], [-2.582, 5.061, -0.969], [-3.077, 3.191, 0.641], [-0.556, -0.436, -0.692], [-2.336, 0.481, -3.708], [-1.274, -1.859, -2.516], [-1.224, -1.411, -4.140], [0.976, -0.915, -4.157], [0.851, -2.365, -3.316], [2.492, -5.100, 2.533], [3.600, -3.972, 4.475], [4.429, -2.599, 4.243], [2.835, -2.258, 5.081], [1.926, 1.415, -2.834], [0.954, 1.444, -1.224], [-0.428, 2.321, -3.092], [0.236, 1.325, -4.248]], "smiles": "CC[C@@H](Cc1ccccc1)NC(=O)C1CCN(c2nn3c(=O)cc(C)nc3s2)CC1", "total_energy_ha": -1676.17619, "e_lumo_ev": -0.5, "homo_ev": -8.1, "largest_force_ev_per_a": 19.873}


{"formula": "C22H27NO4S", "method": "the ωB97M-V functional and the def2-TZVPD basis", "elements": ["C", "C", "C", "C", "O", "C", "C", "C", "C", "C", "O", "N", "C", "C", "C", "C", "C", "C", "C", "C", "C", "C", "S", "O", "O", "C", "C", "C", "H", "H", "H", "H", "H", "H", "H", "H", "H", "H", "H", "H", "H", "H", "H", "H", "H", "H", "H", "H", "H", "H", "H", "H", "H", "H", "H"], "positions_angstrom": [[-1.557, -6.929, -3.306], [-1.184, -6.082, -2.096], [-0.181, -6.807, -1.200], [0.243, -6.007, 0.036], [1.087, -4.919, -0.288], [0.599, -3.678, -0.532], [-0.714, -3.253, -0.354], [-1.063, -1.942, -0.622], [-0.118, -1.021, -1.047], [-0.523, 0.368, -1.416], [-1.276, 0.575, -2.352], [0.022, 1.387, -0.688], [0.731, 1.170, 0.555], [-0.163, 1.127, 1.775], [0.375, 1.462, 3.013], [-0.405, 1.410, 4.154], [-1.733, 1.025, 4.071], [-2.275, 0.692, 2.842], [-1.494, 0.740, 1.700], [-0.232, 2.738, -1.156], [-1.135, 3.588, -0.233], [-0.330, 4.236, 0.873], [1.317, 4.496, 0.129], [2.334, 3.886, 0.947], [1.502, 5.879, -0.212], [1.052, 3.517, -1.394], [1.194, -1.449, -1.243], [1.546, -2.755, -0.989], [-0.675, -7.151, -3.903], [-2.003, -7.870, -2.992], [-2.271, -6.401, -3.933], [-0.757, -5.137, -2.436], [-2.087, -5.857, -1.524], [0.717, -7.037, -1.778], [-0.614, -7.749, -0.859], [-0.630, -5.685, 0.611], [0.857, -6.646, 0.679], [-1.482, -3.931, -0.018], [-2.091, -1.635, -0.501], [1.260, 0.214, 0.498], [1.481, 1.953, 0.686], [1.408, 1.773, 3.073], [0.023, 1.674, 5.110], [-2.343, 0.987, 4.961], [-3.310, 0.392, 2.771], [-1.925, 0.479, 0.746], [-0.767, 2.587, -2.102], [-1.933, 2.964, 0.170], [-1.590, 4.364, -0.850], [-0.201, 3.600, 1.743], [-0.713, 5.206, 1.167], [0.947, 4.237, -2.199], [1.916, 2.884, -1.563], [1.937, -0.758, -1.617], [2.557, -3.098, -1.141]], "smiles": "CCCCOc1ccc(C(=O)N(Cc2ccccc2)[C@H]2CCS(=O)(=O)C2)cc1", "total_energy_ha": -1608.42563, "e_lumo_ev": 0.6, "homo_ev": -8.6, "largest_force_ev_per_a": 0.754}


{"formula": "C22H28AlBrF9O16S2", "method": "the ωB97M-V functional and the def2-TZVPD basis", "elements": ["O", "C", "Br", "C", "Al", "O", "S", "S", "O", "O", "C", "F", "F", "C", "F", "F", "C", "F", "F", "C", "F", "F", "F", "H", "H", "H", "H", "C", "C", "C", "O", "C", "O", "O", "H", "H", "H", "H", "H", "H", "C", "C", "C", "O", "C", "O", "O", "H", "H", "H", "H", "H", "H", "C", "C", "C", "O", "C", "O", "O", "H", "H", "H", "H", "H", "H", "C", "C", "C", "O", "C", "O", "O", "H", "H", "H", "H", "H", "H"], "positions_angstrom": [[1.922, 0.561, -3.085], [1.249, -0.231, -2.621], [1.884, -1.342, -1.095], [-0.170, -0.509, -3.047], [-0.245, -2.204, -4.209], [-0.778, -1.876, -5.890], [1.918, -2.938, -4.401], [-1.382, -3.931, -3.152], [-0.643, -4.224, -1.929], [-1.427, -5.128, -3.973], [-3.136, -3.499, -2.573], [-3.086, -2.590, -1.596], [-3.575, -4.635, -2.001], [-4.113, -3.122, -3.745], [-5.041, -4.098, -3.802], [-3.473, -3.182, -4.898], [-4.917, -1.810, -3.558], [-5.866, -1.816, -4.508], [-5.571, -1.779, -2.404], [-4.142, -0.473, -3.732], [-3.302, -0.473, -4.735], [-3.509, -0.083, -2.648], [-5.059, 0.465, -3.992], [-0.751, -0.671, -2.125], [-0.529, 0.369, -3.596], [-0.027, -2.018, -6.480], [2.033, -3.800, -3.365], [-3.080, -5.907, 0.544], [-3.254, -5.949, 2.044], [-4.686, -5.849, 2.499], [-4.557, -5.239, 3.788], [-3.406, -4.512, 3.773], [-3.094, -3.732, 4.615], [-2.668, -4.796, 2.670], [-3.648, -6.703, 0.060], [-3.397, -4.949, 0.144], [-2.028, -6.023, 0.281], [-2.768, -6.838, 2.456], [-5.169, -6.821, 2.582], [-5.296, -5.200, 1.865], [3.275, 5.552, -2.456], [3.557, 4.677, -1.258], [5.020, 4.396, -1.033], [4.990, 3.123, -0.388], [3.846, 2.495, -0.792], [3.609, 1.351, -0.593], [3.028, 3.359, -1.450], [3.798, 6.506, -2.377], [3.576, 5.054, -3.379], [2.206, 5.749, -2.537], [3.091, 5.103, -0.364], [5.496, 5.139, -0.395], [5.591, 4.305, -1.961], [4.382, 0.373, 2.044], [4.099, 0.316, 3.524], [2.640, 0.417, 3.870], [2.671, 1.016, 5.172], [3.821, 1.740, 5.251], [4.069, 2.513, 6.120], [4.640, 1.464, 4.204], [3.849, -0.413, 1.508], [4.098, 1.336, 1.631], [5.450, 0.255, 1.856], [4.550, -0.579, 3.963], [2.151, -0.554, 3.905], [2.079, 1.073, 3.198], [0.004, 4.808, 4.645], [-0.509, 4.683, 3.230], [0.390, 3.891, 2.320], [0.112, 4.462, 1.037], [-0.299, 5.741, 1.253], [-0.428, 6.558, 0.400], [-0.537, 5.959, 2.575], [0.163, 3.827, 5.094], [0.939, 5.369, 4.672], [-0.711, 5.358, 5.260], [-1.526, 4.281, 3.232], [0.155, 2.828, 2.325], [1.454, 4.022, 2.537]], "total_charge": -1, "total_energy_ha": -6570.85048, "e_lumo_ev": 2.0, "homo_ev": -5.9, "largest_force_ev_per_a": 4.579}


{"formula": "C22H28As2BrIrN2O3S", "method": "the ωB97M-V functional and the def2-TZVPD basis", "elements": ["Ir", "C", "C", "C", "C", "C", "Br", "N", "C", "H", "H", "H", "H", "H", "H", "C", "As", "C", "C", "C", "C", "C", "C", "C", "As", "C", "C", "H", "H", "H", "H", "H", "H", "H", "H", "H", "H", "H", "H", "H", "H", "H", "H", "N", "C", "C", "C", "C", "C", "C", "S", "O", "O", "O", "H", "H", "H", "H", "H", "H"], "positions_angstrom": [[0.692, -0.053, 0.451], [1.245, 0.551, 5.840], [1.892, 0.748, 4.509], [3.337, 0.753, 4.373], [3.939, 0.521, 3.156], [3.115, 0.388, 2.012], [3.839, 0.546, 0.285], [1.773, 0.360, 2.097], [1.186, 0.712, 3.280], [0.365, -0.075, 5.692], [0.676, 1.465, 6.197], [1.967, 0.269, 6.627], [3.934, 0.784, 5.332], [5.019, 0.544, 3.025], [0.097, 0.875, 3.218], [-2.350, -1.107, 1.745], [-1.544, -0.271, 0.121], [-2.361, -1.058, -1.441], [-2.371, 1.484, -0.031], [-3.727, 1.744, 0.185], [-4.189, 2.956, -0.298], [-3.284, 3.979, -0.715], [-1.912, 3.647, -0.851], [-1.478, 2.365, -0.604], [0.402, 1.825, -0.798], [1.628, 3.410, -0.461], [0.777, 1.650, -2.763], [-2.634, -0.326, 2.455], [-1.539, -1.652, 2.220], [-3.242, -1.774, 1.502], [-3.440, -0.838, -1.622], [-2.162, -2.109, -1.221], [-1.793, -0.733, -2.326], [-4.298, 0.955, 0.697], [-5.327, 3.066, -0.228], [-3.732, 4.954, -0.996], [-1.142, 4.404, -1.161], [2.669, 3.178, -0.785], [1.716, 3.513, 0.683], [1.272, 4.245, -1.029], [0.097, 0.984, -3.226], [1.840, 1.420, -2.825], [0.605, 2.639, -3.185], [1.574, -1.937, 0.357], [1.341, -2.645, -0.948], [0.668, -3.858, -1.045], [-0.025, -4.155, -2.243], [0.117, -3.318, -3.348], [0.792, -2.081, -3.219], [1.581, -1.878, -2.153], [-0.942, -3.593, -4.749], [-0.822, -2.382, -5.491], [-2.202, -3.854, -3.972], [-0.482, -4.801, -5.420], [1.216, -2.472, 1.212], [2.583, -1.877, 0.487], [0.452, -4.553, -0.178], [-0.447, -5.159, -2.285], [0.755, -1.353, -4.054], [2.285, -1.020, -2.091]], "total_charge": 2, "multiplicity": 5, "total_energy_ha": -8737.61834, "e_lumo_ev": [-6.1, -9.0], "homo_ev": [-12.4, -14.9], "largest_force_ev_per_a": 5.140}


{"formula": "C22H28Cl16N2S", "method": "the ωB97M-V functional and the def2-TZVPD basis", "elements": ["C", "C", "C", "C", "C", "C", "C", "C", "C", "C", "C", "C", "C", "C", "C", "C", "C", "N", "S", "N", "C", "H", "H", "H", "H", "H", "H", "H", "H", "H", "H", "H", "H", "H", "H", "H", "H", "H", "H", "H", "H", "H", "H", "H", "H", "H", "H", "H", "H", "C", "Cl", "Cl", "Cl", "Cl", "C", "Cl", "Cl", "Cl", "Cl", "C", "Cl", "Cl", "Cl", "Cl", "C", "Cl", "Cl", "Cl", "Cl"], "positions_angstrom": [[-1.930, 0.563, -3.483], [-2.166, 1.615, -2.369], [-1.025, 1.600, -1.322], [-0.134, 2.862, -1.384], [0.769, 2.891, -0.148], [2.031, 3.765, -0.318], [2.462, 4.401, 1.024], [2.668, 3.297, 2.090], [1.619, 3.298, 3.228], [1.752, 2.002, 4.064], [0.454, 1.197, 4.173], [0.098, 0.353, 2.946], [1.079, -0.745, 2.596], [2.181, -1.112, 3.315], [3.043, -2.151, 2.837], [2.827, -2.832, 1.678], [1.668, -2.513, 0.905], [1.282, -3.098, -0.234], [-0.107, -2.338, -0.607], [-0.221, -1.274, 0.568], [0.828, -1.474, 1.391], [-2.447, -0.362, -3.226], [-2.387, 0.935, -4.403], [-0.869, 0.404, -3.672], [-2.202, 2.608, -2.819], [-3.113, 1.357, -1.895], [-1.433, 1.542, -0.310], [-0.359, 0.765, -1.536], [-0.725, 3.771, -1.504], [0.514, 2.719, -2.257], [0.179, 3.240, 0.705], [1.095, 1.877, 0.104], [1.799, 4.555, -1.040], [2.853, 3.158, -0.701], [1.744, 5.143, 1.373], [3.449, 4.832, 0.829], [2.723, 2.291, 1.666], [3.628, 3.486, 2.581], [0.608, 3.464, 2.852], [1.864, 4.169, 3.843], [2.601, 1.437, 3.684], [2.025, 2.301, 5.082], [0.398, 0.576, 5.070], [-0.353, 1.930, 4.283], [-0.855, -0.144, 3.161], [-0.070, 0.949, 2.045], [2.413, -0.605, 4.241], [3.923, -2.394, 3.421], [3.494, -3.612, 1.333], [-1.810, -6.340, 0.016], [-3.267, -5.801, -0.826], [-1.341, -7.939, -0.585], [-0.505, -5.181, -0.278], [-2.131, -6.436, 1.751], [-5.279, -7.680, -4.080], [-4.652, -6.143, -4.683], [-4.332, -8.185, -2.681], [-6.973, -7.483, -3.603], [-5.167, -8.902, -5.352], [6.592, 4.699, 0.216], [8.332, 4.806, -0.069], [5.740, 5.725, -0.943], [6.062, 3.024, 0.020], [6.228, 5.238, 1.859], [-7.435, -2.822, -4.924], [-5.683, -2.588, -4.990], [-7.792, -4.429, -4.282], [-8.151, -1.593, -3.876], [-8.109, -2.674, -6.551]], "total_energy_ha": -8725.79156, "e_lumo_ev": -0.5, "homo_ev": -8.9, "largest_force_ev_per_a": 1.724}


{"formula": "C22H28F14IN5O7P", "method": "the ωB97M-V functional and the def2-TZVPD basis", "elements": ["C", "C", "I", "C", "C", "C", "C", "O", "N", "P", "N", "O", "C", "N", "C", "C", "C", "F", "F", "C", "F", "F", "C", "F", "F", "C", "F", "F", "C", "F", "F", "C", "F", "F", "F", "N", "C", "O", "N", "C", "O", "F", "C", "O", "C", "C", "C", "C", "O", "O", "H", "H", "H", "H", "H", "H", "H", "H", "H", "H", "H", "H", "H", "H", "H", "H", "H", "H", "H", "H", "H", "H", "H", "H", "H", "H", "H", "H"], "positions_angstrom": [[0.650, 2.768, 4.922], [1.680, 2.172, 3.968], [2.436, 3.716, 2.658], [1.371, 0.843, 3.255], [0.063, 0.575, 2.458], [-1.238, 0.654, 3.265], [-1.256, -0.046, 4.644], [-2.413, -0.894, 4.647], [0.102, 1.475, 1.227], [-0.964, 2.786, 0.708], [-2.556, 2.147, 0.760], [-0.916, 3.721, 2.063], [0.706, 0.759, 0.232], [1.475, 1.193, -0.732], [1.837, 2.598, -0.963], [2.117, 3.001, -2.413], [0.942, 2.878, -3.392], [0.675, 4.113, -3.923], [-0.198, 2.460, -2.764], [1.221, 2.000, -4.655], [0.124, 2.053, -5.427], [2.264, 2.585, -5.277], [1.580, 0.503, -4.434], [2.786, 0.449, -3.799], [0.674, -0.046, -3.580], [1.686, -0.348, -5.772], [1.757, 0.498, -6.808], [2.823, -1.054, -5.749], [0.498, -1.322, -6.050], [0.552, -1.621, -7.354], [-0.654, -0.687, -5.813], [0.551, -2.675, -5.242], [1.404, -2.589, -4.221], [-0.643, -2.947, -4.759], [0.935, -3.663, -6.017], [0.472, -0.618, 0.336], [-0.461, -1.049, -0.690], [-0.232, -1.971, -1.382], [-1.543, -0.186, -0.866], [-2.445, -0.561, -1.918], [-3.287, -1.349, -1.858], [-2.206, 0.169, -2.994], [0.229, -0.897, 1.764], [1.448, -1.533, 2.144], [-0.900, -1.908, 1.985], [-0.578, -3.341, 1.492], [-1.883, -4.150, 1.298], [-1.713, -5.529, 1.900], [-2.010, -5.794, 3.012], [-1.173, -6.461, 1.048], [1.128, 3.575, 5.492], [-0.211, 3.208, 4.418], [0.356, 2.009, 5.658], [2.577, 1.960, 4.561], [2.215, 0.656, 2.580], [1.432, 0.088, 4.050], [-1.448, 1.713, 3.440], [-2.082, 0.272, 2.687], [-0.356, -0.646, 4.829], [-1.374, 0.705, 5.436], [-2.442, -1.376, 5.489], [-3.138, 2.647, 0.088], [-3.014, 2.175, 1.663], [-1.776, 4.162, 2.163], [1.861, 0.471, -1.337], [2.762, 2.794, -0.403], [1.064, 3.238, -0.549], [2.351, 4.072, -2.344], [3.006, 2.513, -2.820], [-2.072, 0.022, -0.019], [1.391, -1.815, 3.070], [-1.118, -1.974, 3.058], [-1.848, -1.568, 1.542], [0.053, -3.340, 0.600], [0.016, -3.823, 2.282], [-2.137, -4.257, 0.239], [-2.713, -3.686, 1.847], [-0.271, -6.674, 1.344]], "smiles": "C[C@H](I)C[C@@]1(CCO)N(P(N)O)C(NCCC(F)(F)C(F)(F)C(F)(F)C(F)(F)C(F)(F)C(F)(F)F)=[N+](C(=O)NC(=O)F)[C@]1(O)CCCC(=O)O", "total_charge": 1, "total_energy_ha": -3692.60954, "e_lumo_ev": -3.4, "homo_ev": -12.1, "largest_force_ev_per_a": 2.015}


{"formula": "C22H28N2O2", "method": "the ωB97M-V functional and the def2-TZVPD basis", "elements": ["C", "C", "C", "C", "C", "C", "N", "C", "C", "N", "C", "O", "C", "C", "C", "O", "C", "C", "C", "C", "C", "C", "C", "C", "C", "C", "H", "H", "H", "H", "H", "H", "H", "H", "H", "H", "H", "H", "H", "H", "H", "H", "H", "H", "H", "H", "H", "H", "H", "H", "H", "H", "H", "H"], "positions_angstrom": [[7.170, 1.786, 1.082], [6.048, 1.211, 0.269], [5.961, 1.509, -1.084], [4.959, 0.957, -1.858], [4.003, 0.147, -1.277], [4.046, -0.137, 0.087], [3.091, -0.958, 0.713], [2.232, -0.354, 1.707], [0.924, 0.169, 1.081], [0.239, -0.921, 0.429], [-0.885, -1.557, 0.831], [-1.289, -2.554, 0.258], [-1.667, -0.952, 1.986], [-2.515, 0.233, 1.518], [-3.545, -0.203, 0.480], [-4.312, 0.932, 0.136], [-5.332, 0.785, -0.755], [-6.077, 1.936, -1.018], [-7.133, 1.897, -1.903], [-7.467, 0.712, -2.541], [-6.729, -0.428, -2.284], [-5.665, -0.402, -1.397], [1.046, -1.501, -0.627], [2.392, -1.970, -0.050], [5.110, 0.362, 0.857], [5.280, -0.052, 2.290], [7.720, 2.523, 0.503], [7.866, 1.003, 1.385], [6.792, 2.263, 1.985], [6.692, 2.163, -1.535], [4.909, 1.172, -2.915], [3.219, -0.262, -1.895], [1.981, -1.112, 2.460], [2.751, 0.472, 2.190], [1.169, 0.925, 0.325], [0.304, 0.633, 1.844], [-1.009, -0.653, 2.802], [-2.330, -1.738, 2.355], [-3.043, 0.668, 2.369], [-1.888, 1.011, 1.078], [-3.039, -0.609, -0.406], [-4.189, -0.987, 0.901], [-5.804, 2.849, -0.512], [-7.702, 2.795, -2.096], [-8.295, 0.680, -3.233], [-6.979, -1.356, -2.777], [-5.106, -1.307, -1.218], [1.191, -0.745, -1.405], [0.499, -2.348, -1.043], [2.190, -2.804, 0.634], [3.042, -2.331, -0.847], [4.683, -0.933, 2.503], [4.992, 0.745, 2.977], [6.324, -0.289, 2.485]], "smiles": "Cc1cccc(N2CCN(C(=O)CCCOc3ccccc3)CC2)c1C", "total_energy_ha": -1115.12335, "e_lumo_ev": 0.7, "homo_ev": -7.9, "largest_force_ev_per_a": 0.494}